No. 1
{"formula": "C4H10N3", "method": "ωB97M-V/def2-TZVPD", "symbols": ["C", "C", "C", "C", "N", "N", "N", "H", "H", "H", "H", "H", "H", "H", "H", "H", "H"], "coordinates": [[0.73, -1.19, 0.39], [-0.40, -0.87, -0.74], [1.14, 1.56, 0.15], [-2.00, 0.63, 0.16], [1.93, -0.57, 0.05], [2.00, 0.70, -0.23], [-0.88, 0.42, -0.65], [0.32, -0.79, 1.32], [0.87, -2.27, 0.45], [0.10, -1.02, -1.70], [-1.16, -1.63, -0.54], [0.49, 1.43, 1.01], [1.18, 2.54, -0.30], [-2.83, 0.78, -0.55], [-2.26, -0.20, 0.83], [-1.94, 1.58, 0.68], [2.70, -1.11, -0.33]], "nbo_charge": [-0.238, -0.283, -0.010, -0.504, -0.212, -0.164, -0.161, 0.234, 0.263, 0.240, 0.238, 0.198, 0.240, 0.287, 0.198, 0.246, 0.429], "relative_energy_ev": 5.199, "homo_energy_ev": [-14.04, -14.15], "charge": 1, "multiplicity": 1, "orbital_gap_ev": [7.2, 8.5], "lumo_ev": [-6.805, -5.655]}

***

No. 2
{"formula": "C7H4O8", "method": "ωB97M-V/def2-TZVPD", "symbols": ["O", "C", "C", "C", "O", "O", "C", "C", "O", "C", "O", "C", "O", "O", "O", "H", "H", "H", "H"], "coordinates": [[-0.77, 1.79, 0.97], [-0.61, 1.11, -0.04], [-1.69, 0.32, -0.66], [-1.67, -0.96, 0.26], [-2.13, -2.20, -0.44], [-0.81, -2.75, -0.30], [-0.33, -1.72, 0.38], [0.88, -1.39, 0.73], [1.45, -0.34, 1.53], [2.22, -1.01, 0.58], [3.34, -1.07, 0.18], [0.68, 0.95, -0.90], [0.85, -0.01, -1.58], [1.83, 1.63, -0.59], [1.80, 2.86, 0.12], [-2.67, 0.71, -0.66], [-1.52, 0.07, -1.73], [-2.25, -0.62, 1.18], [1.41, 2.62, 0.96]], "nbo_charge": [-0.477, 0.493, -0.542, 0.061, -0.215, -0.180, 0.262, 0.015, -0.464, 0.787, -0.474, 0.665, -0.510, -0.249, -0.391, 0.250, 0.264, 0.231, 0.476], "relative_energy_ev": 0.209, "homo_energy_ev": -9.39, "charge": 0, "multiplicity": 1, "orbital_gap_ev": 8.0, "lumo_ev": -1.345}

***

No. 3
{"formula": "C4H8S2", "method": "ωB97M-V/def2-TZVPD", "symbols": ["C", "C", "S", "H", "H", "H", "H", "C", "C", "S", "H", "H", "H", "H"], "coordinates": [[-2.36, 1.26, -0.81], [-1.62, 0.71, 0.16], [-2.01, -0.98, 0.61], [-2.16, 2.27, -1.21], [-3.25, 0.89, -1.07], [-0.76, 1.11, 0.59], [-1.07, -1.10, 1.56], [1.27, -1.22, -0.20], [1.73, 0.02, -0.44], [2.73, 0.91, 0.70], [0.64, -1.89, -0.80], [1.45, -1.83, 0.74], [1.69, 0.56, -1.35], [2.34, 0.27, 1.80]], "nbo_charge": [-0.419, -0.302, -0.004, 0.203, 0.188, 0.214, 0.126, -0.426, -0.363, 0.023, 0.223, 0.194, 0.224, 0.119], "relative_energy_ev": 2.556, "homo_energy_ev": -8.51, "charge": 0, "multiplicity": 1, "orbital_gap_ev": 9.2, "lumo_ev": 0.669}

***

No. 4
{"formula": "C19H21ClN2O2", "method": "ωB97M-V/def2-TZVPD", "symbols": ["C", "C", "O", "C", "C", "N", "C", "C", "C", "C", "C", "Cl", "C", "C", "O", "H", "H", "H", "H", "H", "H", "H", "H", "H", "H", "H", "C", "N", "C", "C", "C", "C", "C", "C", "C", "H", "H", "H", "H", "H", "H", "H", "H", "H", "H"], "coordinates": [[3.91, -0.40, 5.80], [2.62, -0.25, 5.04], [2.71, 0.93, 4.22], [1.57, 1.18, 3.52], [1.81, 2.26, 2.55], [0.86, 2.57, 1.73], [0.91, 3.32, 0.67], [-0.24, 3.65, -0.15], [0.00, 4.13, -1.45], [-1.06, 4.49, -2.28], [-2.38, 4.38, -1.79], [-3.68, 4.86, -2.79], [-2.63, 3.90, -0.50], [-1.56, 3.51, 0.32], [0.53, 0.57, 3.66], [3.94, -1.38, 6.27], [4.79, -0.30, 5.16], [3.99, 0.35, 6.59], [2.45, -1.12, 4.38], [1.77, -0.15, 5.73], [2.78, 2.76, 2.62], [1.89, 3.69, 0.31], [1.03, 4.22, -1.81], [-0.89, 4.84, -3.29], [-3.65, 3.83, -0.14], [-1.73, 3.12, 1.33], [5.03, 0.13, -0.74], [4.00, -0.89, -0.49], [3.58, -1.74, -1.57], [2.45, -1.39, -2.32], [2.06, -2.19, -3.40], [2.78, -3.35, -3.71], [3.90, -3.70, -2.95], [4.32, -2.89, -1.89], [3.48, -0.93, 0.72], [5.31, 0.12, -1.80], [4.64, 1.12, -0.48], [5.91, -0.08, -0.12], [1.89, -0.49, -2.04], [1.19, -1.90, -3.99], [2.47, -3.97, -4.55], [4.47, -4.60, -3.19], [5.19, -3.15, -1.28], [2.74, -1.69, 0.96], [3.87, -0.24, 1.47]], "nbo_charge": [-0.623, -0.070, -0.540, 0.704, -0.268, -0.371, -0.066, -0.051, -0.216, -0.234, -0.076, -0.007, -0.224, -0.198, -0.650, 0.208, 0.202, 0.213, 0.164, 0.198, 0.148, 0.119, 0.205, 0.217, 0.220, 0.240, -0.427, -0.294, 0.095, -0.209, -0.189, -0.188, -0.194, -0.218, 0.044, 0.235, 0.240, 0.225, 0.245, 0.235, 0.230, 0.230, 0.229, 0.231, 0.233], "relative_energy_ev": 5.771, "homo_energy_ev": -5.23, "charge": 0, "multiplicity": 1, "orbital_gap_ev": 3.4, "lumo_ev": -1.834}

***

No. 5
{"formula": "C4H9NO", "method": "ωB97M-V/def2-TZVPD", "symbols": ["C", "C", "C", "N", "C", "O", "H", "H", "H", "H", "H", "H", "H", "H", "H"], "coordinates": [[1.73, 0.92, -0.58], [0.86, 0.83, 0.67], [-0.57, -0.12, 0.42], [-0.45, -1.37, 0.15], [-1.70, -2.08, -0.02], [0.54, -2.07, 0.03], [2.29, -0.03, -0.67], [0.93, 1.16, -1.27], [2.51, 1.63, -0.47], [0.26, 1.79, 0.82], [1.40, 0.54, 1.56], [-1.35, 0.37, 0.91], [-2.58, -1.40, 0.15], [-1.65, -2.45, -1.06], [-1.78, -2.89, 0.78]], "nbo_charge": [-0.631, -0.397, -0.043, 0.120, -0.441, -0.509, 0.229, 0.212, 0.208, 0.188, 0.210, 0.198, 0.203, 0.230, 0.222], "relative_energy_ev": 4.487, "homo_energy_ev": -8.83, "charge": 0, "multiplicity": 1, "orbital_gap_ev": 9.8, "lumo_ev": 0.953}

***

No. 6
{"formula": "C3H9N2O3", "method": "ωB97M-V/def2-TZVPD", "symbols": ["O", "C", "N", "C", "O", "C", "N", "H", "H", "H", "H", "H", "H", "H", "H", "H", "O"], "coordinates": [[0.74, 1.80, 0.73], [0.22, 1.04, -0.19], [0.64, -0.19, -0.49], [1.61, -0.71, 0.50], [1.38, -2.07, 0.65], [-1.22, 1.42, -0.70], [-2.16, 1.90, 0.36], [-0.69, -1.61, -0.39], [1.44, -0.21, 1.52], [2.51, -0.93, 0.05], [-1.63, 0.51, -1.18], [-1.18, 2.26, -1.31], [-2.47, 1.08, 0.81], [-1.77, 2.69, 0.97], [-0.52, -2.27, -1.66], [0.83, -2.55, 0.10], [-0.81, -2.41, -0.83]], "nbo_charge": [-0.804, 0.576, -0.761, 0.063, -0.808, -0.290, -0.867, 0.497, 0.174, 0.157, 0.185, 0.175, 0.348, 0.379, 0.461, 0.485, -0.972], "relative_energy_ev": 3.076, "homo_energy_ev": -3.88, "charge": -1, "multiplicity": 1, "orbital_gap_ev": 7.9, "lumo_ev": 4.053}

***

> What is the formula in the sixth record?

C3H9N2O3